ORCA calculation (wB97M-V/def2-TZVPD) on a molecular structure, C25H27N7O8STi.

The value obtained for the total energy is -87127.861 eV. Its max |F| is 0.94 eV Å⁻¹. As for the spin multiplicity: 3. Its expectation value of S² is 2.015. As for the net charge: -2. For the frontier orbital gap (spin up / spin down), the calculation gives 3.8 / 7.4 eV.

Last column: Löwdin spin population.
Element x y z (Å)
Ti -0.82980 -0.45560 -0.37065  0.98
O -3.79116 -2.40891 1.64047  0.12
C -2.70118 -2.09583 1.10748  0.11
O -2.37787 -0.85219 0.80118  0.01
C -1.70430 -3.04504 0.65531  0.20
C -1.64856 -4.44181 0.82492  0.03
C -0.62720 -5.15938 0.24927  0.12
C 0.36095 -4.50522 -0.54312  0.12
C 0.24223 -3.14354 -0.69444  0.03
N -0.73845 -2.45169 -0.10847  0.17
C 1.12478 -2.23792 -1.54687  0.00
O 2.09632 -2.67807 -2.14856  0.02
O 0.70095 -1.01474 -1.56788  0.00
H -2.41938 -4.92579 1.41298  0.00
H -0.57760 -6.23434 0.38448  0.01
H 1.16245 -5.03958 -1.03085  0.01
C -5.43925 -4.07374 -1.01131  0.00
O -4.30929 -3.59250 -1.72810  0.00
C -3.98371 -2.28240 -1.66088  0.00
O -2.97323 -1.91069 -2.21896  0.01
N -4.95748 -1.47358 -1.10826  0.00
N -4.72047 -0.07657 -1.04537  0.00
H -5.48925 -5.13842 -1.23518  0.00
H -6.35738 -3.58442 -1.35145  0.00
H -5.29507 -3.92495 0.06010  0.00
H -5.29215 -1.80162 -0.20973  0.00
H -4.02302 0.06639 -0.31998  0.00
H -4.24651 0.15230 -1.90868  0.00
N 5.04349 4.34348 -0.33838  0.00
C 3.68188 4.01592 -0.17829  0.00
C 3.22929 2.72406 -0.42763  0.00
C 1.89682 2.38913 -0.24040  0.00
C 0.99782 3.35367 0.18492  0.00
C 1.43875 4.64450 0.43001  0.00
C 2.77509 4.97497 0.26404  0.00
S -0.73547 3.02065 0.45672  0.00
O -0.89816 2.63542 1.82945  0.00
O -1.44426 4.20272 0.01930  0.00
N -1.12625 1.73985 -0.46150  0.01
C -0.99423 1.82615 -1.79989  0.01
N -0.48131 2.89871 -2.42817  0.00
C -0.34143 2.78628 -3.73848  0.00
C -0.66754 1.64267 -4.45873  0.00
C -1.17367 0.59042 -3.71875  0.00
N -1.36846 0.68130 -2.41262  0.01
H 5.53641 3.68179 -0.91786  0.00
H 5.19033 5.28382 -0.66987  0.00
H 3.92252 1.96788 -0.77822  0.00
H 1.57716 1.37169 -0.41596  0.00
H 0.72273 5.39584 0.73519  0.00
H 3.11740 5.98370 0.46995  0.00
H 0.06367 3.65645 -4.24749  0.00
H -0.51987 1.57185 -5.52592  0.00
H -1.44537 -0.35716 -4.16890  0.00
C 2.30671 -0.87502 4.19233  0.00
C 2.57247 0.05808 3.00041  0.00
C 2.56919 1.51641 3.47764  0.00
C 3.94617 -0.27375 2.40144  0.00
C 1.52626 -0.13222 1.98622  0.02
C 0.63429 -0.24800 1.16898  0.00
H 3.13223 -0.82778 4.91111  0.00
H 2.19487 -1.90322 3.84724  0.00
H 1.38395 -0.58873 4.69861  0.00
H 3.36482 1.68313 4.21225  0.00
H 1.60861 1.76283 3.93069  0.00
H 2.72237 2.19355 2.63559  0.00
H 4.72677 -0.20178 3.16655  0.00
H 4.18432 0.42185 1.59682  0.00
H 3.94428 -1.28129 1.98413  0.00